Record 1
80
Properties=species:S:1:pos:R:3:forces:R:3:lowdin_spin:R:1 method="wB97M-V/def2-TZVPD" e_tot_ev=-76255.434 total_charge=-1 spin_multiplicity=6 s2=8.79
Fe -0.455 -0.062 -0.165 2.6 -1.8 1.9 3.3696
N -1.344 -1.915 2.995 0.3 -0.2 0.7 0.0305
N 0.058 1.328 1.874 0.2 0.1 -0.8 0.0129
C -1.090 0.558 -2.039 -1.3 -0.2 -0.6 0.0559
C -2.147 0.761 -1.063 -0.4 -0.2 -1.0 0.0396
C -2.484 -0.521 -0.502 -0.5 -0.4 -1.1 0.0594
C -3.557 -0.804 0.511 -0.1 -0.1 0.1 0.0080
H -3.946 0.127 0.954 0.1 -0.3 -0.1 0.0000
H -3.175 -1.438 1.331 -0.1 0.3 -0.3 0.0008
H -4.407 -1.322 0.028 0.3 0.2 0.2 0.0032
C -1.633 -1.514 -1.090 -1.3 0.1 -2.0 0.0610
C -1.679 -2.988 -0.799 -0.6 -0.1 -0.5 0.0088
H -2.436 -3.496 -1.428 0.0 0.2 0.0 0.0040
H -1.935 -3.168 0.257 0.1 0.4 -1.2 0.0003
H -0.704 -3.465 -0.995 -0.6 0.2 0.0 0.0020
C -0.783 -0.844 -2.062 -1.1 -0.6 -0.1 0.0429
C 0.193 -1.518 -2.984 0.1 -0.1 0.0 0.0169
H 0.674 -2.386 -2.503 -0.2 0.3 -0.1 0.0031
H 0.990 -0.825 -3.299 -0.2 -0.2 0.1 0.0007
H -0.320 -1.879 -3.896 0.2 0.1 0.3 0.0040
C -2.821 2.068 -0.755 -0.1 0.0 0.0 0.0049
H -3.756 2.186 -1.336 0.3 0.0 0.2 0.0019
H -2.166 2.917 -1.006 -0.2 -0.2 0.1 0.0003
H -3.082 2.149 0.314 0.1 0.0 -0.3 0.0007
C -0.516 1.604 -2.951 0.0 0.1 -0.1 0.0087
H 0.522 1.366 -3.236 -0.3 0.1 0.1 0.0006
H -0.504 2.597 -2.476 0.0 -0.3 -0.2 0.0003
H -1.111 1.682 -3.882 0.3 0.0 0.3 0.0029
C -1.016 -3.000 3.709 0.5 0.6 0.5 0.0203
H -1.822 -3.730 3.871 0.5 0.5 0.1 0.0035
C 0.259 -3.230 4.243 -0.2 0.2 0.1 0.0353
H 0.467 -4.134 4.825 -0.1 0.3 -0.2 0.0026
C 1.249 -2.264 4.006 -0.4 0.2 -0.3 0.0057
H 2.263 -2.396 4.399 -0.3 0.0 -0.2 -0.0001
C 0.929 -1.133 3.255 0.0 -0.2 0.4 0.0216
H 1.685 -0.372 3.036 -0.3 -0.3 0.1 0.0026
C -0.386 -0.985 2.754 -0.1 0.5 -0.1 0.0214
C -0.801 0.139 1.893 -0.8 -0.2 2.8 0.0658
H -1.850 0.418 2.067 0.4 0.0 0.1 0.0033
C 0.347 1.534 0.569 1.7 2.4 1.1 0.0436
C 0.552 2.335 2.698 0.2 0.1 -0.7 0.0013
H 0.435 2.343 3.780 0.1 0.0 -0.5 0.0006
C 1.180 3.214 1.854 -0.2 -0.2 0.1 0.0052
H 1.725 4.135 2.053 -0.2 -0.3 0.0 0.0018
N 1.041 2.717 0.542 0.0 0.2 0.7 0.0118
C 1.492 3.389 -0.644 0.0 0.1 -0.2 0.0013
C 0.876 4.605 -1.012 0.5 -0.3 -0.3 0.0001
C 1.301 5.226 -2.199 0.2 -0.3 0.0 0.0001
H 0.819 6.163 -2.505 0.2 -0.3 0.1 0.0000
C 2.306 4.672 -3.010 -0.2 -0.3 0.5 0.0000
C 2.761 5.369 -4.272 0.1 0.1 -0.2 0.0000
H 2.976 4.644 -5.075 -0.1 0.3 0.3 0.0000
H 3.690 5.942 -4.091 -0.4 -0.2 -0.1 0.0000
H 1.999 6.077 -4.638 0.3 -0.3 0.1 0.0000
C 2.893 3.461 -2.605 -0.2 0.2 0.2 0.0002
H 3.678 3.011 -3.225 -0.3 0.2 0.2 0.0000
C 2.507 2.799 -1.428 -0.3 0.5 -0.1 0.0007
C 3.133 1.482 -1.046 0.0 -0.2 0.1 0.0052
H 3.279 1.399 0.044 -0.1 0.1 -0.4 0.0006
H 4.105 1.350 -1.548 -0.4 0.1 0.2 0.0004
H 2.474 0.644 -1.334 0.2 0.3 0.1 0.0049
C -0.225 5.219 -0.178 -0.1 0.1 0.1 0.0003
H 0.183 5.790 0.676 -0.1 -0.2 -0.3 0.0001
H -0.890 4.446 0.242 0.2 0.3 -0.2 0.0003
H -0.829 5.913 -0.785 0.2 -0.3 0.2 0.0000
C -0.056 -5.843 1.365 -0.2 0.1 -0.6 0.0137
N -0.569 -4.466 1.419 -1.9 -1.3 0.6 0.0950
C -2.055 -4.655 1.744 0.1 0.8 -0.4 0.0134
C 0.347 -3.338 1.052 0.6 0.3 0.3 0.4468
C 1.811 -3.684 0.932 -0.4 -0.9 0.2 0.0809
O 0.081 -2.117 0.597 0.5 -1.7 0.7 0.2738
H -0.836 -6.639 1.516 0.3 1.1 0.0 0.0029
H 0.683 -6.039 2.158 0.2 0.0 -0.4 0.0035
H 0.317 -6.051 0.341 0.5 -0.1 0.5 0.0030
H -2.675 -3.748 1.954 1.0 -0.4 -0.3 0.0010
H -2.584 -5.178 0.912 0.4 0.3 0.1 0.0064
H -2.226 -5.315 2.626 0.6 0.3 -0.3 0.0059
H 2.081 -3.662 -0.142 0.3 0.2 0.1 0.0300
H 2.422 -2.969 1.505 -0.1 0.1 -0.4 0.0199
H 2.087 -4.686 1.304 -0.1 0.4 -0.1 -0.0007

***

Record 2
90
Properties=species:S:1:pos:R:3:forces:R:3:mulliken_charge:R:1 method="wB97M-V/def2-TZVPD" total_charge=+2 relative_energy_kj_mol=106.96
Au 0.899 0.173 -0.196 0.0 0.2 1.1 1.4893
C 4.016 -4.287 0.885 0.0 0.0 -0.1 -1.3009
N 3.304 -3.035 1.085 -0.1 0.0 0.2 -0.0433
C 1.980 -2.909 1.040 0.2 0.0 -0.1 0.4316
S 1.282 -1.414 1.623 0.0 0.0 -0.2 -0.2924
N 1.240 -3.927 0.656 0.1 -0.1 0.1 -0.0393
C -0.216 -4.005 0.773 -0.1 0.0 0.0 -0.8477
H 5.081 -4.100 0.990 0.0 0.0 0.0 0.3669
H 3.837 -4.677 -0.120 0.0 0.0 0.0 0.4166
H 3.722 -5.035 1.625 0.0 0.0 0.0 0.4162
H 3.792 -2.253 1.491 0.0 0.0 -0.1 0.3071
H 1.715 -4.792 0.437 0.0 0.0 0.0 0.2869
H -0.662 -3.097 0.385 -0.1 0.0 0.0 0.1487
H -0.502 -4.142 1.816 0.0 0.0 0.0 0.3820
H -0.548 -4.855 0.186 -0.1 0.0 0.0 0.3656
C -4.716 1.799 3.740 0.0 0.0 0.0 -0.9688
C -4.194 3.224 3.636 -0.1 0.0 0.0 -0.8313
N -2.988 3.318 2.807 0.0 -0.1 0.0 0.1654
C -1.702 3.475 3.471 0.0 0.1 0.0 -0.6690
C -1.226 2.218 4.186 0.0 0.0 0.0 -0.9864
C -3.164 3.317 1.475 0.1 0.1 -0.1 0.2697
O -4.246 3.293 0.919 -0.1 0.0 0.0 -0.6360
C -1.954 3.279 0.568 0.0 -0.1 0.0 -0.0325
C -1.774 4.234 -0.423 0.0 0.0 0.0 -0.4070
C -0.796 4.031 -1.380 0.0 -0.1 0.0 -1.5091
C -0.072 2.853 -1.367 -0.1 0.2 0.1 -0.5332
N -0.262 1.933 -0.415 0.1 0.1 -0.7 0.0527
C -1.157 2.153 0.551 0.0 0.1 0.1 0.3163
H -5.626 1.777 4.336 0.0 0.0 0.0 0.4466
H -3.987 1.140 4.214 0.0 0.0 0.0 0.2444
H -4.953 1.414 2.749 0.0 0.0 0.0 0.2331
H -3.940 3.628 4.616 0.0 0.0 0.0 0.4071
H -4.955 3.866 3.191 0.0 0.0 0.0 0.4270
H -1.804 4.288 4.194 0.1 0.0 0.0 0.4341
H -0.969 3.809 2.736 0.0 0.0 0.0 0.3768
H -1.872 1.970 5.026 0.0 0.0 0.0 0.3842
H -0.222 2.372 4.582 0.0 0.0 0.0 0.3921
H -1.207 1.354 3.518 0.0 0.0 0.0 0.1312
H -2.401 5.115 -0.445 0.0 0.0 0.0 0.6064
H -0.618 4.752 -2.163 0.0 0.0 0.0 0.4644
H 0.653 2.628 -2.131 0.0 0.0 0.0 0.9598
H -1.254 1.398 1.313 0.0 -0.1 0.0 0.4394
N 3.089 -2.088 -2.494 0.0 -0.2 -0.1 0.0105
C 3.812 -1.439 -1.572 -0.1 0.1 -0.2 0.1786
O 3.308 -0.608 -0.818 0.1 0.2 0.1 -0.1776
C 5.278 -1.758 -1.493 0.0 -0.1 0.1 -1.4196
I 6.304 -0.741 -3.057 0.0 0.1 0.0 0.1353
H 2.128 -1.813 -2.646 0.0 0.0 0.0 0.0121
H 3.537 -2.648 -3.202 0.0 0.0 0.0 0.2601
H 5.484 -2.818 -1.613 0.0 0.0 0.0 0.5627
H 5.679 -1.388 -0.555 0.0 0.0 0.0 0.4290
O 0.010 -1.236 -1.155 -0.1 -0.4 0.0 -1.0283
C -1.288 -1.242 -1.783 0.1 -0.1 0.0 3.8892
C -1.128 -2.365 -2.806 0.2 0.1 0.0 -0.5258
C -0.177 -3.344 -2.827 -0.1 -0.1 -0.1 -0.8324
C -0.302 -4.208 -3.951 -0.1 0.1 0.0 -0.9468
C -1.344 -3.857 -4.752 0.0 0.0 0.1 -0.6757
S -2.170 -2.482 -4.162 0.0 0.0 -0.1 0.0962
C -1.536 0.053 -2.502 -0.2 -0.1 -0.1 -0.7231
C -2.644 0.839 -2.486 0.1 0.2 -0.1 -0.3010
C -2.560 1.919 -3.416 0.1 -0.1 0.0 -0.7809
C -1.398 1.909 -4.119 0.0 -0.1 0.0 -0.6260
S -0.393 0.588 -3.679 -0.1 0.1 -0.1 -0.1000
C -2.394 -1.617 -0.816 0.0 0.0 0.1 -1.2936
C -3.346 -2.583 -0.974 0.0 0.0 0.1 -0.5015
C -4.234 -2.685 0.130 0.0 0.1 0.1 -0.9540
C -3.941 -1.802 1.119 0.0 0.0 -0.1 -0.6316
S -2.597 -0.833 0.704 0.1 0.1 0.0 0.4601
H 0.573 -3.453 -2.061 0.1 0.0 0.1 0.5157
H 0.342 -5.050 -4.147 0.0 0.0 0.0 0.4653
H -1.679 -4.335 -5.657 0.0 0.0 -0.1 0.4993
H -3.496 0.659 -1.848 -0.1 0.0 0.0 0.7392
H -3.339 2.653 -3.552 0.0 0.0 0.0 0.5032
H -1.082 2.594 -4.887 0.0 0.1 -0.1 0.5301
H -3.415 -3.214 -1.845 0.0 0.0 -0.1 0.5807
H -5.050 -3.389 0.179 0.0 0.0 0.0 0.4825
H -4.438 -1.661 2.063 0.0 0.0 0.1 0.5262
C 4.447 2.284 0.174 0.0 -0.1 0.0 -0.4273
C 4.156 2.373 1.669 0.0 0.0 0.1 -0.6667
C 2.966 1.453 1.828 -0.1 0.1 0.1 -0.3199
O 2.201 1.618 0.580 0.3 -0.1 0.3 -0.0168
C 3.058 2.297 -0.414 -0.2 0.2 -0.2 -0.4221
H 4.954 1.353 -0.070 0.0 0.0 0.0 -0.0580
H 5.042 3.118 -0.193 0.0 0.0 0.0 0.4520
H 3.899 3.394 1.952 0.0 0.0 0.0 0.3025
H 4.991 2.047 2.285 0.0 0.0 0.0 0.4376
H 2.291 1.720 2.639 0.0 -0.1 0.0 0.2733
H 3.250 0.409 1.909 0.0 0.0 0.0 0.1325
H 2.667 3.313 -0.494 0.0 0.0 0.0 0.4396
H 2.954 1.780 -1.365 0.1 -0.1 0.0 0.2505